{
  "formula": "C22H25O4Os",
  "method": "wB97M-V/def2-TZVPD",
  "s2": 6.031,
  "e_tot_ev": -33867.5859,
  "e_lumo_ev": [2.5, 1.0],
  "charge": -1,
  "multiplicity": 5,
  "gap_ev": [2.97, 3.59],
  "species": ["Os", "C", "C", "C", "H", "C", "C", "H", "H", "H", "H", "C", "C", "C", "H", "C", "C", "H", "H", "H", "H", "O", "C", "C", "C", "C", "C", "H", "H", "H", "H", "H", "H", "H", "H", "H", "H", "O", "C", "C", "C", "C", "C", "C", "C", "O", "O", "H", "H", "H", "H", "H"],
  "coordinates": [[-0.421, -0.495, -0.311], [-1.534, -0.385, 1.487], [-1.057, 0.958, 1.455], [-1.539, 1.566, 0.265], [-0.442, 1.447, 2.208], [-2.340, 0.587, -0.432], [-2.387, -0.587, 0.359], [-2.974, -1.477, 0.122], [-1.332, -1.085, 2.297], [-1.329, 2.581, -0.072], [-2.887, 0.767, -1.360], [0.917, -2.009, 0.463], [-0.402, -2.525, 0.182], [-0.650, -2.362, -1.219], [-1.038, -2.966, 0.900], [0.520, -1.825, -1.804], [1.481, -1.560, -0.781], [2.440, -1.068, -0.904], [1.392, -1.994, 1.430], [-1.570, -2.584, -1.744], [0.679, -1.654, -2.876], [-0.008, 0.464, -2.498], [-0.044, 1.069, -3.965], [0.754, 2.289, -3.554], [-1.526, 0.964, -4.095], [0.716, 0.169, -4.940], [1.010, 1.602, -2.206], [0.103, 3.155, -3.439], [1.649, 2.485, -4.139], [2.028, 1.134, -2.255], [0.874, 2.189, -1.196], [-1.902, 1.543, -4.941], [-2.020, 1.275, -3.172], [-1.777, -0.096, -4.315], [0.766, 0.631, -5.958], [0.194, -0.800, -5.091], [1.755, -0.003, -4.601], [4.488, 1.464, 1.705], [4.435, 1.108, 2.981], [5.576, 1.235, 3.850], [5.427, 0.890, 5.193], [4.219, 0.427, 5.719], [3.129, 0.256, 4.861], [3.220, 0.586, 3.521], [2.089, 0.315, 2.575], [1.128, -0.355, 2.990], [2.206, 0.793, 1.355], [3.428, 1.234, 1.360], [6.503, 1.595, 3.425], [6.311, 0.994, 5.850], [4.120, 0.193, 6.760], [2.176, -0.148, 5.200]],
  "lowdin_charge": [1.398, -0.263, -0.152, -0.205, 0.108, -0.236, -0.294, 0.113, 0.111, 0.086, 0.086, -0.184, -0.276, -0.271, 0.089, -0.223, -0.190, 0.098, 0.098, 0.098, 0.094, -0.328, -0.498, -0.106, -0.037, -0.046, -0.128, 0.111, 0.107, 0.113, 0.131, 0.079, 0.067, 0.098, 0.091, 0.081, 0.091, 0.066, -0.268, -0.048, -0.179, -0.090, -0.062, -0.093, -0.563, -0.028, -0.059, 0.051, 0.093, 0.077, 0.091, 0.101]
}


{
  "formula": "C22H26As2BCl3N4O10Pd",
  "method": "wB97M-V/def2-TZVPD",
  "s2": 2.011,
  "e_tot_ev": -213068.5477,
  "e_lumo_ev": [-0.8, -1.9],
  "e_above_lowest_ev": 1.511,
  "charge": 0,
  "multiplicity": 3,
  "gap_ev": [7.43, 7.10],
  "species": ["Pd", "B", "N", "C", "C", "C", "N", "N", "C", "C", "C", "N", "H", "H", "H", "H", "H", "H", "H", "H", "C", "O", "C", "O", "C", "C", "As", "C", "C", "C", "As", "C", "C", "O", "O", "C", "C", "O", "O", "C", "C", "O", "O", "C", "H", "H", "H", "H", "H", "H", "H", "H", "H", "H", "H", "H", "H", "H", "H", "H", "H", "H", "Cl", "C", "Cl", "Cl", "C", "O", "O"],
  "coordinates": [[-0.234, -0.482, -0.453], [2.276, 1.236, 0.055], [0.963, 2.085, 0.120], [0.797, 3.387, 0.359], [-0.544, 3.706, 0.213], [-1.151, 2.501, -0.117], [-0.235, 1.539, -0.176], [2.099, 0.111, 1.140], [2.908, -0.379, 2.075], [2.301, -1.475, 2.673], [1.079, -1.595, 2.027], [0.967, -0.620, 1.122], [2.324, 0.699, -1.021], [3.224, 1.932, 0.317], [1.643, 3.999, 0.623], [-1.008, 4.671, 0.320], [-2.188, 2.277, -0.304], [3.864, 0.080, 2.261], [2.685, -2.092, 3.466], [0.290, -2.315, 2.169], [-0.486, 5.260, 3.942], [-1.607, 4.375, 3.815], [-1.294, 3.083, 3.746], [-0.165, 2.664, 3.643], [-2.482, 2.161, 3.685], [-3.559, 2.305, 4.455], [-5.271, 1.277, 4.299], [-5.781, 2.176, 2.633], [-4.424, -0.374, 3.597], [-3.714, -0.179, 2.387], [-1.891, 0.575, 2.611], [-1.252, -0.330, 4.240], [-4.360, -0.135, 1.075], [-5.519, -0.427, 0.875], [-3.535, 0.333, 0.119], [-4.119, 0.495, -1.181], [-4.205, -1.523, 4.474], [-3.582, -2.515, 4.158], [-4.763, -1.359, 5.685], [-4.553, -2.445, 6.594], [-3.581, 3.306, 5.580], [-2.666, 3.549, 6.320], [-4.803, 3.845, 5.711], [-4.958, 4.738, 6.823], [-0.035, 5.138, 4.926], [-0.887, 6.262, 3.831], [0.256, 5.047, 3.176], [-6.180, 3.150, 2.915], [-6.553, 1.596, 2.131], [-4.931, 2.319, 1.969], [-1.804, -0.013, 5.123], [-0.208, -0.041, 4.338], [-1.337, -1.410, 4.125], [-3.286, 0.676, -1.855], [-4.812, 1.336, -1.172], [-4.656, -0.404, -1.473], [-5.126, -2.197, 7.482], [-3.496, -2.538, 6.835], [-4.900, -3.380, 6.160], [-6.017, 4.965, 6.871], [-4.378, 5.644, 6.659], [-4.622, 4.259, 7.739], [-1.270, -4.791, -1.262], [-1.920, -3.157, -1.189], [-3.424, -3.059, -2.077], [-2.193, -2.707, 0.539], [-0.862, -2.120, -1.694], [0.322, -2.337, -1.292], [-1.228, -1.073, -2.299]],
  "lowdin_charge": [1.047, -0.385, -0.063, -0.075, -0.051, -0.158, -0.088, -0.051, -0.062, -0.045, -0.146, -0.102, 0.060, 0.071, 0.126, 0.100, 0.094, 0.127, 0.099, 0.095, -0.021, -0.036, -0.554, 0.075, -0.256, -0.270, 1.342, -0.288, -0.281, -0.306, 1.349, -0.259, -0.599, 0.102, -0.166, -0.046, -0.564, 0.085, -0.096, -0.037, -0.536, 0.129, -0.091, -0.031, 0.104, 0.095, 0.084, 0.028, 0.027, 0.027, 0.040, 0.024, 0.021, 0.084, 0.101, 0.074, 0.093, 0.097, 0.096, 0.094, 0.098, 0.096, 0.645, -1.488, 0.664, 0.656, -0.859, -0.073, -0.063]
}


{
  "formula": "C22H26BF4N4Pt",
  "method": "wB97M-V/def2-TZVPD",
  "s2": 2.032,
  "e_tot_ev": -43994.9823,
  "e_lumo_ev": [2.5, 2.1],
  "charge": -1,
  "multiplicity": 3,
  "gap_ev": [5.57, 6.48],
  "species": ["Pt", "C", "C", "C", "N", "C", "C", "C", "C", "C", "C", "C", "N", "C", "C", "C", "N", "C", "C", "C", "C", "C", "C", "C", "N", "C", "C", "H", "H", "H", "H", "H", "H", "H", "H", "H", "H", "H", "H", "H", "H", "H", "H", "H", "H", "H", "H", "H", "H", "H", "H", "H", "H", "F", "B", "F", "F", "F"],
  "coordinates": [[0.144, 0.225, 0.098], [1.820, 1.773, -2.391], [3.108, 1.532, -1.584], [3.149, 0.125, -0.963], [2.243, -0.052, 0.155], [2.693, -0.019, 1.400], [3.959, 0.523, 1.727], [4.666, 0.531, 2.915], [4.409, -0.141, 4.101], [3.321, -0.971, 4.352], [2.172, -1.174, 3.622], [1.741, -0.593, 2.394], [0.509, -0.686, 1.974], [-0.558, -1.381, 2.659], [-1.944, -0.774, 2.402], [-2.457, -0.887, 0.948], [-1.957, 0.214, 0.147], [-2.565, 1.365, 0.079], [-3.826, 1.633, 0.699], [-4.715, 2.653, 0.484], [-4.659, 3.720, -0.424], [-3.568, 4.083, -1.189], [-2.278, 3.569, -1.192], [-1.750, 2.436, -0.533], [-0.451, 2.203, -0.451], [0.535, 3.222, -0.734], [1.174, 3.134, -2.132], [1.092, 1.007, -2.120], [2.013, 1.646, -3.458], [3.189, 2.264, -0.774], [3.980, 1.668, -2.229], [4.170, -0.120, -0.655], [2.862, -0.601, -1.730], [4.436, 1.055, 0.914], [5.584, 1.111, 2.902], [5.154, -0.054, 4.884], [3.364, -1.523, 5.286], [1.482, -1.887, 4.050], [-0.404, -1.381, 3.743], [-0.554, -2.420, 2.311], [-1.927, 0.281, 2.694], [-2.645, -1.291, 3.062], [-3.551, -0.927, 0.941], [-2.089, -1.813, 0.505], [-4.128, 0.904, 1.442], [-5.620, 2.608, 1.082], [-5.550, 4.332, -0.504], [-3.718, 4.938, -1.841], [-1.572, 4.101, -1.817], [1.324, 3.110, 0.015], [0.104, 4.221, -0.597], [1.924, 3.928, -2.208], [0.410, 3.324, -2.892], [-1.245, -3.955, 0.104], [0.088, -3.661, -0.262], [0.132, -2.305, -0.721], [0.517, -4.507, -1.289], [0.917, -3.780, 0.868]],
  "lowdin_charge": [1.288, -0.223, -0.186, -0.235, -0.118, -0.230, -0.044, -0.113, -0.141, -0.109, -0.021, -0.219, -0.084, -0.213, -0.158, -0.213, -0.105, -0.240, -0.030, -0.109, -0.140, -0.115, -0.042, -0.232, -0.125, -0.243, -0.191, 0.062, 0.107, 0.097, 0.106, 0.104, 0.121, 0.085, 0.096, 0.082, 0.097, 0.091, 0.105, 0.121, 0.111, 0.109, 0.105, 0.097, 0.089, 0.097, 0.081, 0.096, 0.084, 0.103, 0.107, 0.110, 0.102, 0.076, -1.247, 0.013, 0.098, 0.088]
}


{
  "formula": "C22H26BrInN10O9",
  "method": "wB97M-V/def2-TZVPD",
  "e_tot_ev": -131762.2881,
  "e_lumo_ev": -6.3,
  "e_above_lowest_ev": 0.000,
  "charge": 2,
  "gap_ev": 8.09,
  "species": ["In", "N", "C", "C", "C", "N", "C", "C", "N", "C", "H", "H", "H", "H", "H", "H", "H", "H", "H", "H", "H", "H", "H", "H", "H", "H", "Br", "C", "C", "C", "C", "C", "N", "C", "O", "O", "H", "H", "H", "O", "N", "O", "C", "C", "C", "C", "O", "C", "C", "N", "O", "O", "N", "O", "O", "H", "H", "N", "C", "C", "N", "C", "C", "N", "H", "H", "H", "H", "H"],
  "coordinates": [[0.417, 0.001, -0.284], [-2.722, -2.966, 1.635], [-2.562, -1.503, 1.349], [-2.622, -0.588, 2.557], [-2.113, 0.790, 2.106], [-0.665, 0.714, 1.720], [-2.944, 1.332, 0.941], [-3.116, 0.347, -0.221], [-1.865, 0.275, -1.055], [-3.527, -1.041, 0.272], [-2.194, -3.239, 2.461], [-2.316, -3.454, 0.812], [-3.690, -3.243, 1.769], [-1.559, -1.445, 0.968], [-2.000, -0.958, 3.378], [-3.644, -0.474, 2.929], [-2.213, 1.469, 2.949], [-0.154, 0.130, 2.386], [-0.253, 1.638, 1.829], [-2.493, 2.260, 0.573], [-3.937, 1.595, 1.311], [-3.915, 0.716, -0.859], [-1.778, 1.171, -1.527], [-2.009, -0.406, -1.799], [-3.565, -1.750, -0.563], [-4.538, -0.958, 0.683], [1.715, 0.624, -4.020], [0.997, -1.062, -3.622], [1.106, -2.053, -4.583], [0.523, -3.280, -4.340], [-0.136, -3.493, -3.138], [-0.149, -2.471, -2.222], [0.389, -1.249, -2.448], [-0.662, -2.696, -0.828], [-1.643, -3.417, -0.627], [0.000, -2.070, 0.090], [1.638, -1.853, -5.504], [0.590, -4.069, -5.083], [-0.608, -4.435, -2.897], [5.535, -5.217, 1.578], [4.824, -4.808, 2.476], [4.710, -5.302, 3.583], [4.002, -3.615, 2.189], [3.967, -3.119, 0.923], [3.190, -1.993, 0.665], [2.384, -1.349, 1.648], [1.705, -0.264, 1.456], [2.423, -1.994, 2.916], [3.230, -3.061, 3.201], [1.518, -1.553, 3.996], [0.349, -1.273, 3.695], [1.965, -1.452, 5.111], [3.100, -1.543, -0.700], [3.438, -2.267, -1.601], [2.706, -0.355, -0.903], [4.548, -3.576, 0.137], [3.257, -3.484, 4.197], [0.262, 4.955, -2.888], [0.702, 4.208, -1.856], [0.334, 2.861, -1.699], [0.821, 2.149, -0.680], [1.652, 2.729, 0.208], [1.964, 4.069, 0.050], [1.497, 4.796, -0.954], [-0.224, 4.552, -3.669], [0.608, 5.897, -2.977], [-0.320, 2.375, -2.414], [2.075, 2.116, 0.997], [2.611, 4.567, 0.764]],
  "lowdin_charge": [0.902, 0.247, -0.301, -0.069, -0.289, 0.059, -0.083, -0.294, 0.069, -0.074, 0.176, 0.096, 0.177, 0.082, 0.116, 0.142, 0.156, 0.060, 0.100, 0.128, 0.140, 0.152, 0.079, 0.103, 0.132, 0.145, 0.901, -0.703, -0.065, 0.012, 0.041, -0.178, 0.039, -0.518, 0.068, -0.067, 0.121, 0.137, 0.140, 0.110, -0.338, 0.111, -0.107, 0.110, -0.050, -0.241, -0.122, -0.035, 0.113, -0.301, 0.035, 0.163, -0.274, 0.158, -0.044, 0.146, 0.150, 0.176, -0.341, -0.087, -0.012, -0.093, -0.059, 0.167, 0.116, 0.127, 0.094, 0.115, 0.132]
}